106
Properties=species:S:1:pos:R:3:forces:R:3:mulliken_charge:R:1 method="wB97M-V/def2-TZVPD" energy_ev=-227373.594 charge=-2 fmax_ha_per_bohr=0.098 lumo_ev=0.88 orbital_gap_ev=2.290 e_homo_ev=-1.40
C -0.2808 1.2614 -6.4345 0.1913 0.5857 0.5800 -1.1487
C -0.1783 1.2562 -4.8755 0.1192 -0.1823 1.5821 0.4855
C -1.3241 0.7397 -4.1067 2.1008 1.1640 0.8358 -0.5492
C -1.2201 0.7376 -2.6497 0.9695 1.0601 -0.6548 -0.6969
C 0.0288 1.2122 -1.9109 -0.9178 0.3259 -2.5244 -0.4363
C 1.1679 1.6911 -2.6831 -1.8927 -0.1122 -1.2625 1.0323
C 2.5392 2.1785 -2.1184 -0.1702 -0.3432 -0.5156 -0.9331
C 2.4847 2.8135 -0.6812 -0.5806 -0.7980 1.1328 -0.0563
C 2.9835 1.8132 0.4625 0.7174 -0.4880 0.0765 0.6729
C 1.7971 1.0342 1.1391 -0.7661 0.1123 0.0458 -0.6444
C 2.0511 0.5469 2.6085 -0.8455 0.4961 0.5790 -0.4299
C 0.8299 -0.3718 3.0392 0.6369 1.3775 -0.7358 -0.6462
Br 1.2718 -2.2116 2.4914 -0.4064 0.3829 0.3750 -0.1283
C 3.8402 2.4992 1.5919 0.4172 0.3247 -0.3805 -0.1200
C 4.8440 3.5959 1.0930 0.1802 -0.8985 1.8519 -0.7674
O 4.0552 4.7850 0.7687 -0.8089 -1.5283 -1.8544 -0.4579
S 3.3684 4.4383 -0.6889 0.4805 3.6536 -3.4157 1.4425
O 2.4253 5.4939 -1.0645 0.3343 -1.6018 1.8869 -0.7339
O 4.4583 4.4660 -1.6832 -0.5962 -1.5122 1.6884 -0.7266
C 1.0168 1.7088 -4.1634 -1.2130 -0.6259 0.5804 -0.9701
H 0.3829 2.0644 -6.8572 -0.4873 -0.8272 0.3851 0.3641
H 0.0194 0.2702 -6.8791 -0.4139 0.9669 0.5260 0.2145
H -1.3320 1.5401 -6.7204 0.9757 -0.5264 0.2203 0.3424
H -2.2182 0.3727 -4.6850 0.9653 0.4203 1.2217 0.5385
H -2.1115 0.3337 -2.1037 1.1261 0.4778 -0.2863 0.3654
H 0.0552 1.1919 -0.8009 -0.1923 -0.0560 -1.0439 0.4066
H 3.2288 1.2869 -2.0865 -0.6435 0.7996 0.0111 0.1886
H 2.9815 2.8614 -2.8976 -0.4498 -0.4688 1.0246 0.5324
H 1.4160 3.0615 -0.4140 1.1570 0.2967 -0.3479 0.5713
H 3.6363 1.0475 -0.0513 -0.4441 0.8340 0.5333 0.0890
H 1.4694 0.1226 0.5574 0.5703 0.9217 0.2778 0.2500
H 0.8936 1.7267 1.1785 1.0237 -0.7555 0.1019 -0.0331
H 2.0082 1.4328 3.3083 0.1872 -0.8363 -0.7529 0.2012
H 3.0449 0.0505 2.7522 -0.9568 0.2379 -0.1621 0.1702
H -0.0390 -0.0169 2.4188 0.6063 -0.6623 0.8482 0.3353
H 0.5847 -0.2633 4.1288 0.3427 -0.5866 -1.1022 0.4208
H 3.1508 3.0108 2.3231 0.7837 -0.5785 -0.6234 0.2714
H 4.4634 1.7157 2.1090 -0.8443 0.7600 -0.3964 -0.3194
H 5.5341 3.2708 0.2794 -0.8165 0.4617 0.4207 0.4259
H 5.4882 3.8610 1.9775 -0.6620 0.0359 -1.0471 0.3875
H 1.8689 2.0963 -4.7796 -0.8415 -0.4361 0.7066 0.3306
Mg 0.4498 -0.8954 -3.1009 0.7874 -1.6952 -0.2686 -0.1637
C 9.4720 1.2325 1.6531 0.0240 0.3145 -0.2105 -1.2319
C 7.9825 1.2396 1.8901 -0.3162 0.1134 -0.0522 0.7113
O 7.2769 2.1137 1.4340 0.3263 -0.2151 0.1135 -0.4184
C 7.4072 0.1177 2.7154 -0.2682 0.2046 -0.0994 -0.6117
H 9.7452 2.0958 1.0453 -0.0508 -0.0578 0.0414 0.3187
H 10.0006 1.2932 2.6064 0.0350 -0.2042 -0.0283 0.3214
H 9.7594 0.3239 1.1208 0.0655 -0.0596 0.1835 0.3310
H 7.8443 0.1286 3.7157 0.0729 -0.1790 -0.0513 0.3093
H 7.6035 -0.8403 2.2302 0.1064 -0.0328 0.1564 0.3748
H 6.3289 0.2489 2.8047 0.0870 -0.0399 0.0166 -0.1109
N 3.1003 -1.8677 6.4693 0.5165 0.8682 0.8962 -0.3239
S 3.7522 -3.1161 7.1803 -0.4252 -4.0074 0.5121 1.2172
O 4.3238 -2.8718 8.4935 -0.3464 1.3750 -0.2273 -0.7274
O 4.4186 -4.0638 6.3529 0.2814 0.9782 0.0124 -0.5242
F 2.4307 -3.9041 7.5546 -0.0418 0.8897 -0.1164 -0.2460
S 4.1740 -0.8139 6.0223 0.4595 1.6905 -3.6835 1.1582
O 3.6111 0.4526 5.6762 -0.6496 -0.6529 0.8275 -0.5470
O 5.2359 -1.2486 5.1755 -0.2717 -0.6390 0.7860 -0.5073
F 4.9492 -0.4561 7.4113 0.2258 0.2831 1.4084 -0.3920
B -0.4366 -5.7770 2.5671 0.8002 0.1697 1.3465 0.4638
F 0.7922 -5.4759 1.9114 -0.8757 -0.1924 -0.0745 -0.2370
F -0.2137 -6.7465 3.5673 -0.1966 0.3082 -0.6741 -0.3813
F -0.9690 -4.6050 3.1449 -0.0347 -0.5568 -0.6388 -0.3522
F -1.3834 -6.2915 1.6079 -0.0352 0.3480 -0.4955 -0.4450
B -7.0627 0.5301 -2.1838 -1.6507 0.7706 0.8619 0.5506
O -6.3362 1.0426 -3.3709 0.6110 -0.5474 0.0630 -0.4187
C -5.1736 0.4195 -3.4297 -0.3476 1.4560 -1.5278 0.4976
O -4.3384 0.6032 -4.2833 -0.0714 -0.2431 0.1781 -0.6157
C -5.0660 -0.5364 -2.2879 -0.0783 -1.2713 1.7854 0.8416
O -4.1272 -1.2606 -2.0547 0.0795 0.1384 -0.2663 -0.6968
O -6.1673 -0.4738 -1.5605 0.5651 0.0233 -0.6835 -0.4492
F -8.2791 -0.0815 -2.5844 0.5501 0.2094 0.0714 -0.3323
F -7.3225 1.5794 -1.2813 0.1232 -0.6725 -0.6130 -0.3464
Na -1.9008 -4.7444 0.0008 0.3929 0.0900 0.4759 0.8431
Li 3.6563 -0.5295 8.8480 0.2632 -0.7812 -0.5243 0.9007
C -12.0858 1.1480 -6.2366 0.0065 -0.0289 -0.0086 -0.3529
C -12.8849 2.2022 -5.8105 0.0859 -0.1287 0.0659 -0.3838
C -13.0038 2.4801 -4.4565 -0.1271 0.1756 -0.0390 -0.3368
C -12.3144 1.6987 -3.5385 0.0677 -0.1251 -0.6556 0.1094
C -11.5196 0.6391 -3.9544 0.1389 -0.2010 0.2083 -0.2565
C -11.4082 0.3653 -5.3107 -0.1563 0.1456 -0.0659 -0.4715
N -12.4208 2.0079 -2.1076 0.0525 0.0345 0.4649 1.0271
O -13.1463 2.9364 -1.7806 0.0981 -0.1790 -0.1537 -0.6277
O -11.7831 1.3264 -1.3324 -0.2381 0.1185 -0.2406 -0.5783
H -11.9901 0.9363 -7.2960 -0.0009 0.0158 0.0662 0.3532
H -13.4132 2.8098 -6.5358 0.0202 -0.0103 0.0784 0.3520
H -13.6284 3.3032 -4.1343 0.1200 -0.0951 0.1688 0.4186
H -10.9826 0.0235 -3.2426 0.0020 0.2321 0.0874 0.3565
H -10.7884 -0.4570 -5.6462 0.0069 0.0662 0.0964 0.3853
O -2.2665 1.8034 1.7624 0.4713 0.1436 -0.0506 -0.3283
P -1.9637 3.2103 2.2781 -0.9672 0.8714 0.7668 0.8436
O -2.7380 4.2311 1.4477 0.3228 -0.1092 -0.8248 -0.5584
O -0.4639 3.4795 2.1606 -0.0539 -0.4114 -0.2362 -0.3051
O -2.3878 3.3291 3.7413 0.4813 -0.5986 0.3483 -0.6187
C 5.2177 -7.2770 0.1568 0.1845 -0.0509 0.0203 -0.9297
S 3.8068 -6.1579 0.2921 -0.1864 0.1815 0.1156 0.5462
O 4.2462 -4.8293 -0.2142 0.1503 -0.2590 0.0752 -0.6137
C 3.8066 -6.0780 2.0912 0.1387 0.0765 0.1240 -0.7938
H 5.4268 -7.4407 -0.9002 -0.0811 0.0648 0.0199 0.3124
H 6.0919 -6.8327 0.6358 -0.0532 0.0516 0.0031 0.2816
H 4.9728 -8.2295 0.6296 -0.0437 0.0340 -0.0048 0.3297
H 4.7717 -5.7110 2.4455 0.0316 -0.0053 -0.1241 0.3451
H 3.6072 -7.0700 2.4991 -0.0801 0.0217 -0.0539 0.3495
H 3.0196 -5.3942 2.4037 -0.0400 -0.0852 -0.1388 0.1434



81
Properties=species:S:1:pos:R:3:forces:R:3:mulliken_spin:R:1 method="wB97M-V/def2-TZVPD" energy_ev=-110086.662 relative_energy_kcal_mol=0.00 charge=+1 spin_multiplicity=2 s_squared=0.755 fmax_ha_per_bohr=0.021 lumo_ev="-3.88 / -5.73" orbital_gap_ev="7.029 / 5.174" e_homo_ev="-10.91 / -10.91"
Ir 1.4942 -0.0889 -0.7522 0.2067 -1.0344 -0.0087 0.4812
C 1.8754 -0.9975 2.3819 -0.0381 -0.0694 0.0144 0.0097
C 2.5846 0.3280 2.2140 0.0076 0.0543 -0.0301 0.0005
S 3.2808 0.5858 0.5608 0.0229 0.0165 -0.0139 -0.0040
C 4.5212 -0.7437 0.4003 0.0023 -0.0011 0.0208 0.0025
C 4.3930 -1.4648 -0.9309 -0.0002 0.0074 -0.0080 0.0020
S 2.7195 -2.0590 -1.3119 -0.0012 0.0559 0.0150 0.0205
C 2.4551 -3.2266 0.0584 -0.0222 0.0176 0.0052 0.0007
C 1.0751 -3.0522 0.6525 -0.0036 0.0251 0.0541 -0.0174
S 0.6431 -1.3401 1.0655 -0.0703 0.1348 -0.0083 0.0742
H 1.3143 -0.9978 3.3154 -0.0288 -0.0047 0.0283 -0.0024
H 2.5796 -1.8286 2.4043 -0.0294 0.0068 0.0220 0.0030
H 3.3829 0.4381 2.9485 0.0059 0.0008 -0.0102 -0.0015
H 1.9013 1.1716 2.3238 -0.0201 0.0380 0.0220 0.0066
H 4.4282 -1.4182 1.2504 -0.0122 0.0008 -0.0148 0.0008
H 5.4994 -0.2679 0.4634 0.0027 -0.0083 0.0087 0.0001
H 5.0638 -2.3238 -0.9705 0.0114 0.0107 -0.0131 0.0003
H 4.6285 -0.8086 -1.7693 -0.0112 0.0050 0.0065 -0.0001
H 3.2421 -3.0847 0.7973 -0.0175 -0.0122 -0.0160 0.0007
H 2.5572 -4.2320 -0.3509 -0.0139 0.0051 -0.0094 0.0000
H 0.9539 -3.6358 1.5671 0.0102 0.0195 0.0042 0.0012
H 0.3021 -3.3623 -0.0441 -0.1198 -0.0460 -0.1023 0.0036
O 0.5811 1.3524 0.0995 0.3558 0.3345 -0.5274 0.4039
Si -0.7355 2.2086 0.6972 -0.2723 -0.0302 0.2280 -0.0850
C -1.5972 0.9576 1.7974 0.0725 -0.0373 -0.0185 0.0033
C -1.1931 0.7085 3.1115 0.0455 0.0086 0.0312 0.0022
C -1.7208 -0.3537 3.8358 0.0068 -0.0292 0.0183 0.0037
C -2.6589 -1.1930 3.2478 0.0141 0.0070 0.0052 -0.0013
C -3.0872 -0.9496 1.9485 0.0271 0.0021 0.0202 0.0021
C -2.5644 0.1184 1.2331 -0.0247 0.0382 -0.1053 0.0042
C -1.9473 2.8730 -0.5270 0.0147 0.0350 -0.0171 0.0068
C -3.0877 3.4464 0.0497 0.0145 0.0027 -0.0095 0.0036
C -4.0716 4.0185 -0.7392 -0.0031 -0.0008 -0.0416 0.0009
C -3.9278 4.0240 -2.1214 0.0212 -0.0072 0.0110 -0.0012
C -2.8043 3.4572 -2.7052 -0.0699 0.0398 0.0513 0.0007
C -1.8190 2.8858 -1.9138 0.1352 -0.1585 -0.1496 0.0155
C 0.1028 3.5295 1.7156 0.0296 -0.0727 0.0135 -0.0065
C -0.4848 4.0584 2.8674 -0.0188 0.0049 -0.0137 0.0018
C 0.1449 5.0567 3.5976 0.0062 0.0075 -0.0017 0.0007
C 1.3755 5.5463 3.1837 0.0018 -0.0084 -0.0040 -0.0004
C 1.9735 5.0385 2.0380 0.0008 0.0081 0.0132 0.0003
C 1.3419 4.0387 1.3127 -0.0122 -0.0104 0.0194 0.0105
H -0.4766 1.3710 3.5888 0.0235 -0.0181 -0.0060 0.0006
H -1.4194 -0.5152 4.8644 0.0017 0.0007 -0.0187 0.0005
H -3.0763 -2.0181 3.8107 -0.0012 -0.0006 0.0057 -0.0006
H -3.8397 -1.5860 1.4998 -0.0118 0.0037 0.0030 0.0008
H -2.9031 0.3009 0.2170 0.0030 -0.0027 0.0898 -0.0002
H -3.2179 3.4451 1.1285 -0.0007 -0.0010 -0.0006 0.0001
H -4.9474 4.4571 -0.2794 -0.0053 0.0015 -0.0041 0.0003
H -4.6944 4.4693 -2.7419 -0.0081 0.0018 -0.0005 -0.0001
H -2.6932 3.4545 -3.7814 -0.0042 0.0020 -0.0138 0.0002
H -0.9499 2.4378 -2.3857 -0.5773 0.2123 0.2281 -0.0134
H -1.4488 3.6904 3.2035 0.0045 0.0054 -0.0055 0.0000
H -0.3267 5.4559 4.4862 0.0009 0.0011 -0.0013 0.0000
H 1.8648 6.3288 3.7489 0.0004 0.0003 -0.0006 0.0000
H 2.9255 5.4308 1.7040 0.0039 0.0043 0.0002 0.0000
H 1.8109 3.6630 0.4089 0.0020 0.0011 -0.0064 0.0014
F 2.5494 2.4998 -4.3218 -0.0215 0.0204 0.2131 0.0031
Te 1.5236 1.0131 -3.8869 0.5547 0.5427 -0.2525 -0.0071
F 0.8967 2.2182 -2.5641 0.2696 -0.3273 -0.1842 -0.0045
F 2.8223 0.2696 -5.0120 -0.1586 -0.0145 -0.0766 0.0005
F 0.6516 -0.5268 -4.5125 -0.0624 -0.0184 0.4305 -0.0008
F 0.1629 1.7947 -4.8589 0.1513 -0.0733 -0.2944 -0.0002
O 2.5135 0.3040 -2.4457 -0.3873 0.4555 0.0411 0.0584
O -2.2238 -0.3090 -1.9627 -0.0205 0.0111 0.1194 -0.0009
C -1.1632 -0.8687 -1.9808 0.0449 0.1059 -0.4727 0.0082
O -0.0043 -0.1845 -2.1064 -0.0912 -0.2579 0.4819 0.0143
C -1.0551 -2.3575 -1.9590 -0.0113 0.0082 0.1965 -0.0049
C -0.0374 -3.0203 -2.6309 0.0621 0.0304 -0.0207 -0.0061
C 0.0312 -4.4193 -2.6444 -0.0106 -0.0035 0.0129 0.0000
C -0.9528 -5.0937 -1.9618 0.0017 0.0126 0.0086 0.0002
O -1.1012 -6.4342 -1.8076 0.0251 0.0095 0.0186 -0.0001
C -2.3648 -6.6222 -1.1574 -0.0004 0.0147 -0.0071 0.0000
O -2.8039 -5.3384 -0.7068 0.0221 0.0057 0.0217 0.0001
C -1.9815 -4.4291 -1.3000 0.0160 0.0147 0.0067 -0.0002
C -2.0693 -3.0628 -1.2860 0.0294 -0.0418 0.0140 0.0023
H 0.6802 -2.4421 -3.1996 -0.0774 -0.0486 0.0214 0.0004
H 0.7977 -4.9476 -3.1946 -0.0008 -0.0037 -0.0047 -0.0004
H -2.2339 -7.2814 -0.3020 -0.0104 -0.0050 -0.0093 0.0000
H -3.0833 -7.0257 -1.8732 -0.0015 0.0099 -0.0102 0.0000
H -2.8784 -2.5342 -0.8003 0.0198 -0.0154 -0.0124 0.0001



46
Properties=species:S:1:pos:R:3:forces:R:3:nbo_charge:R:1 method="wB97M-V/def2-TZVPD" energy_ev=-88614.296 relative_energy_kcal_mol=2.39 charge=-2 fmax_ha_per_bohr=0.006 lumo_ev=4.51 orbital_gap_ev=5.527 e_homo_ev=-1.02
Cu -1.7773 -0.7822 -0.8883 -0.0142 -0.1594 0.1343 0.7781
O -6.3872 3.0406 -0.7977 -0.1276 0.1442 -0.0916 -0.6010
C -5.4309 2.3644 -1.1272 0.2568 -0.2040 -0.0326 0.3633
C -3.9748 2.7519 -1.0234 -0.1303 -0.2522 -0.1198 0.3354
O -3.5391 3.8852 -0.8552 0.0675 0.1007 0.1282 -0.6340
C -3.2368 1.4983 -1.1640 -0.1266 0.1409 -0.0183 0.2455
C -4.1156 0.4367 -1.5502 -0.2028 0.1799 -0.0669 0.2669
O -3.7036 -0.7417 -1.7306 0.0191 -0.0462 -0.0334 -0.7582
C -5.4800 0.9679 -1.7075 0.2638 0.1859 0.0474 0.3451
O -6.4605 0.4318 -2.2032 -0.1420 -0.1241 0.0571 -0.6208
O -1.9914 1.2954 -0.9951 0.0785 0.0465 -0.0182 -0.8150
C 2.7787 2.6360 -2.4112 -0.0601 -0.0282 0.0147 -0.0635
N 1.3451 2.4034 -2.3560 0.0342 -0.0991 0.0841 -0.4678
C 0.8313 2.9244 -1.0808 0.0294 -0.0264 -0.0205 -0.0939
N 1.5200 2.3674 0.0869 -0.0004 -0.0755 -0.0101 -0.4681
C 2.9470 2.5939 -0.0454 -0.0334 -0.0608 -0.0170 -0.0630
N 3.5420 2.0852 -1.2868 -0.0181 -0.1161 0.0008 -0.4860
C 3.4775 0.6123 -1.3069 0.0055 0.1393 0.0182 -0.5350
P 1.7669 -0.1286 -1.1798 -0.0188 0.0702 -0.1043 0.7240
C 1.0219 0.9725 -2.4938 -0.0462 0.0674 0.0600 -0.5332
C 1.1979 0.9393 0.2389 0.0853 0.0394 -0.0122 -0.5308
H 2.9432 3.7179 -2.4252 0.0109 0.0240 0.0094 0.1791
H 3.1738 2.2116 -3.3391 0.0129 0.0009 -0.0031 0.1773
H -0.2340 2.7068 -1.0036 -0.0043 0.0051 -0.0278 0.2672
H 0.9816 4.0081 -1.0776 0.0113 0.0167 -0.0051 0.1737
H 3.4602 2.1249 0.7990 0.0210 0.0169 0.0110 0.1796
H 3.1269 3.6729 -0.0079 -0.0022 0.0248 -0.0219 0.1785
H 4.0905 0.2252 -0.4864 0.0113 0.0167 0.0089 0.1997
H 3.9358 0.2582 -2.2366 0.0183 0.0053 -0.0023 0.1980
H -0.0633 0.8621 -2.4328 -0.0044 -0.0037 -0.0191 0.2609
H 1.3374 0.6218 -3.4814 0.0378 0.0346 -0.0126 0.1959
H 1.6256 0.5559 1.1697 0.0304 0.0451 0.0167 0.2052
H 0.1163 0.8324 0.3123 -0.0579 -0.0505 0.0172 0.2694
C -0.8304 -1.9770 0.2103 -0.2008 -0.0479 0.2513 -0.4559
C -0.5425 -2.6771 1.1760 0.2178 -0.2133 -0.0415 -0.2154
C -0.1822 -3.5398 2.2597 -0.0030 0.1581 -0.1082 -0.0981
C -1.1507 -4.2633 2.9733 -0.0213 -0.0023 0.0370 -0.1964
C -0.8003 -5.0869 4.0326 -0.0052 0.0309 -0.0460 -0.2240
C 0.5287 -5.2222 4.4185 -0.0232 0.0206 -0.0422 -0.2675
C 1.5019 -4.5143 3.7233 -0.0362 0.0444 -0.0668 -0.2256
C 1.1537 -3.6888 2.6640 0.0684 -0.0148 0.0361 -0.1987
H -2.1863 -4.1537 2.6781 -0.0004 -0.0195 0.0124 0.2173
H -1.5748 -5.6268 4.5658 -0.0062 -0.0054 -0.0046 0.1945
H 0.8006 -5.8662 5.2461 -0.0035 0.0015 0.0078 0.1911
H 2.5435 -4.6014 4.0115 0.0091 -0.0030 -0.0064 0.1931
H 1.9139 -3.1345 2.1278 -0.0005 -0.0077 0.0000 0.2127